The following is a quantum chemistry calculation of C39H46N5NiO3Te as an isolated structure in a non-equilibrium geometry, from the OMol25 dataset.

Element x y z (Å)
Ni1 11.47 9.85 9.55
C1 15.22 8.30 15.19
C2 14.23 8.70 14.14
C3 12.89 8.94 14.50
C4 11.95 9.38 13.56
C5 10.50 9.35 13.98
O1 9.63 8.91 13.24
C6 10.23 9.65 15.43
C7 9.29 8.87 16.08
C8 9.08 8.99 17.46
C9 9.87 9.89 18.15
C10 10.77 10.73 17.51
C11 10.92 10.63 16.14
C12 12.34 9.58 12.22
O2 11.46 10.08 11.43
C13 13.64 9.21 11.78
C14 14.53 8.79 12.82
C15 14.17 9.26 10.45
N1 13.39 9.41 9.40
C16 13.99 9.47 8.06
C17 14.51 10.84 7.73
Te1 13.24 12.51 8.15
C18 14.06 12.91 10.08
C19 13.30 12.60 11.19
C20 13.81 12.87 12.46
C21 15.07 13.39 12.63
C22 15.80 13.73 11.53
C23 15.29 13.54 10.24
C24 15.66 9.17 10.30
C25 16.36 10.29 10.68
C26 17.73 10.31 10.53
C27 18.39 9.21 9.98
C28 17.68 8.03 9.73
C29 16.29 8.00 9.84
H1 15.90 7.52 14.89
H2 14.68 7.91 16.05
H3 15.82 9.13 15.47
H4 12.61 8.70 15.50
H5 8.78 8.12 15.48
H6 8.34 8.39 17.92
H7 9.73 10.06 19.21
H8 11.33 11.47 18.08
H9 11.67 11.22 15.65
H10 15.56 8.58 12.53
H11 13.28 9.07 7.35
H12 14.83 8.79 7.96
H13 14.75 10.96 6.68
H14 15.38 10.94 8.37
H15 12.33 12.13 11.14
H16 13.19 12.58 13.30
H17 15.41 13.53 13.63
H18 16.81 14.18 11.71
H19 15.91 13.94 9.41
H20 15.78 11.14 11.08
H21 18.25 11.22 10.79
H22 19.44 9.17 9.89
H23 18.23 7.16 9.42
H24 15.77 7.05 9.73
C30 11.31 6.21 11.17
C31 10.34 7.16 10.52
O3 10.94 7.90 9.40
C32 11.36 7.12 8.28
C33 10.81 7.68 6.97
H25 10.88 5.84 12.12
H26 12.23 6.74 11.39
H27 11.57 5.39 10.46
H28 10.05 7.94 11.20
H29 9.47 6.57 10.17
H30 10.97 6.11 8.44
H31 12.46 7.02 8.27
H32 9.74 7.67 6.97
H33 11.29 7.06 6.22
H34 11.08 8.70 6.78
C34 8.64 9.82 10.18
N2 7.32 10.31 10.22
C35 6.85 10.55 8.85
N3 7.71 11.56 8.20
C36 9.07 11.08 8.18
N4 9.61 10.80 9.57
C37 9.54 12.11 10.33
N5 8.16 12.55 10.39
C38 7.32 11.52 11.02
C39 7.64 12.74 9.04
H35 8.62 8.93 9.57
H36 8.97 9.60 11.20
H37 5.83 10.92 8.86
H38 6.86 9.60 8.32
H39 9.72 11.86 7.75
H40 9.15 10.17 7.59
H41 10.16 12.81 9.80
H42 9.87 11.90 11.33
H43 6.32 11.92 11.11
H44 7.74 11.30 12.00
H45 8.26 13.53 8.62
H46 6.59 13.06 9.10

Properties
Energy relative to the best compared isomer or geometry (same formula, charge and spin)   0.0 kJ/mol
E_HOMO (alpha / beta)   -10.5 / -10.5 eV
Kohn-Sham gap (alpha / beta)   0.2900 / 0.2821 hartree
Total charge   +1
Spin multiplicity   3

Mulliken atomic charge list, values in e, 4 entries:
1. Ni -0.570
2. C -1.724
3. C -0.551
4. C -0.293